Record 1
Entry from the Open Molecules 2025 dataset: C12H32Li2N2O2 as an isolated structure in a non-equilibrium geometry (ωB97M-V/def2-TZVPD).

## Properties
spin multiplicity	2
max |F|	2.55	eV/A
expectation value of S²	0.7544
ΔE to the lowest compared entry with this formula, charge and spin	0.263	eV
total charge	+1
HOMO level (spin up / spin down)	-11.34 / -11.34	eV
orbital gap (spin up / spin down)	9.01 / 4.52	eV

```
50
C12H32Li2N2O2, DFT ωB97M-V/def2-TZVPD
Li 3.040 1.714 -2.079
Li 1.691 -0.296 -1.551
O 1.098 1.406 -2.181
H 0.331 2.011 -2.164
O 3.468 0.010 -1.225
H 4.363 -0.377 -1.291
C 0.802 2.158 1.487
C -0.557 2.728 1.776
N -1.349 2.059 2.802
C -1.258 0.606 2.942
C -1.889 -0.141 1.694
C -2.733 2.558 2.847
C -2.936 3.955 3.439
H 0.804 1.343 0.763
H 1.313 1.763 2.365
H 1.517 2.847 1.038
H -0.506 3.815 1.844
H -1.068 2.625 0.819
H -0.206 0.352 3.069
H -1.559 0.313 3.948
H -1.090 -0.332 0.978
H -2.135 -1.121 2.102
H -2.784 0.290 1.246
H -3.388 1.893 3.410
H -3.047 2.499 1.804
H -3.992 4.206 3.344
H -2.350 4.727 2.940
H -2.608 4.041 4.475
C 1.515 -1.879 -4.140
C 1.906 -2.645 -2.877
N 1.047 -2.195 -1.751
C 1.687 -2.827 -0.547
C 1.230 -2.027 0.684
C -0.373 -2.559 -2.012
C -1.198 -1.215 -2.217
H 1.320 -0.822 -3.959
H 0.621 -2.386 -4.501
H 2.280 -1.843 -4.916
H 1.873 -3.724 -3.028
H 2.891 -2.206 -2.715
H 1.338 -3.855 -0.442
H 2.777 -2.823 -0.546
H 0.223 -2.166 1.077
H 1.911 -2.287 1.495
H 1.530 -0.992 0.519
H -0.763 -3.093 -1.145
H -0.541 -3.297 -2.797
H -0.903 -0.698 -3.130
H -1.132 -0.515 -1.384
H -2.215 -1.598 -2.310
```

Here are the Löwdin charges for atoms 1 to 4, given in e:
1 Li 0.73
2 Li 0.55
3 O -0.60
4 H -0.08

Record 2
Entry from the Open Molecules 2025 dataset: C12H32MgO5 as an isolated structure in a non-equilibrium geometry (ωB97M-V/def2-TZVPD).

## Properties
spin multiplicity	2
max |F|	3.12	eV/A
expectation value of S²	0.7549
total charge	+1
HOMO level (spin up / spin down)	-10.85 / -10.82	eV
orbital gap (spin up / spin down)	8.50 / 3.82	eV

```
50
C12H32MgO5, DFT ωB97M-V/def2-TZVPD
Mg 0.585 -0.194 0.173
C 0.313 -3.574 0.434
C 1.608 -2.965 -0.115
C 1.568 -2.813 -1.612
O 1.859 -1.769 0.470
H -0.606 -2.999 0.325
H 0.304 -3.861 1.486
H 0.132 -4.558 0.002
H 2.500 -3.566 0.062
H 2.525 -2.458 -1.995
H 0.788 -2.081 -1.820
H 1.392 -3.667 -2.266
C -3.555 -0.377 -0.673
C -2.365 0.448 -1.331
C -2.645 1.956 -1.290
O -1.121 0.133 -0.787
H -3.859 0.076 0.271
H -3.428 -1.457 -0.611
H -4.455 -0.281 -1.282
H -2.381 0.242 -2.401
H -3.386 2.230 -2.041
H -1.777 2.590 -1.472
H -3.024 2.317 -0.334
C 3.479 2.040 -1.903
C 3.016 0.677 -1.477
O 1.570 0.643 -1.366
H 4.531 2.148 -2.167
H 3.421 2.590 -0.964
H 2.976 2.710 -2.601
H 3.466 0.427 -0.517
H 3.252 0.022 -2.316
H 1.140 0.556 -2.220
C 0.684 3.509 0.451
C 0.307 2.348 1.444
O 1.372 1.390 1.273
H 1.285 3.148 -0.384
H 1.441 4.155 0.895
H -0.076 4.211 0.110
H -0.605 1.814 1.177
H 0.187 2.689 2.472
H 2.169 1.640 1.745
C -2.244 -1.727 2.528
C -1.532 -0.485 2.643
O -0.319 -0.588 1.943
H -2.645 -1.922 1.533
H -3.018 -1.759 3.295
H -1.657 -2.608 2.785
H -1.258 -0.226 3.666
H -2.103 0.319 2.180
H 0.190 -1.092 2.583
```

Here are the Löwdin charges for atoms 1 to 4, given in e:
1 Mg 0.65
2 C -0.05
3 C -0.62
4 C -0.06

Record 3
Entry from the Open Molecules 2025 dataset: a 5-piece molecular cluster, C12H32N2O5S3 overall in a non-equilibrium geometry (ωB97M-V/def2-TZVPD).

## Properties
spin multiplicity	1
max |F|	4.07	eV/A
ΔE to the lowest compared entry with this formula, charge and spin	0.000	eV
HOMO level	-8.43	eV
orbital gap	8.77	eV

```
54
C12H32N2O5S3, DFT ωB97M-V/def2-TZVPD
C 3.874 -1.939 -6.456
C 2.734 -1.701 -5.535
O 2.788 -0.774 -4.725
N 1.692 -2.500 -5.541
C 0.494 -2.533 -4.694
H 4.557 -1.097 -6.567
H 3.538 -2.079 -7.483
H 4.316 -2.889 -6.156
H 1.529 -3.107 -6.331
H -0.414 -2.366 -5.273
H 0.488 -1.732 -3.955
H 0.379 -3.465 -4.141
C 2.041 0.887 3.682
C 0.606 1.505 3.610
O 0.449 2.706 3.287
N -0.422 0.666 3.821
C -1.803 1.030 3.779
H 2.794 1.627 3.410
H 2.287 0.182 2.888
H 2.288 0.495 4.669
H -0.344 -0.333 3.946
H -2.390 0.322 4.364
H -2.266 0.992 2.793
H -1.926 1.966 4.324
C -0.471 -1.766 -1.230
S -0.641 0.017 -1.557
O -2.107 0.503 -1.790
C -0.218 0.552 0.190
H 0.573 -2.040 -1.380
H -1.123 -2.264 -1.947
H -0.816 -2.090 -0.248
H -0.481 1.610 0.205
H 0.752 0.544 0.688
H -1.067 0.040 0.644
C -3.475 -3.282 1.828
S -2.343 -3.660 3.209
O -1.831 -2.339 3.833
C -3.491 -4.474 4.349
H -4.440 -2.871 2.126
H -3.663 -4.148 1.194
H -2.952 -2.543 1.221
H -2.969 -4.885 5.214
H -4.045 -5.360 4.039
H -4.067 -3.629 4.724
C 1.564 6.822 -0.935
S 2.143 5.377 0.050
O 2.899 4.360 -0.814
C 0.388 4.776 0.478
H 2.476 7.055 -1.486
H 1.180 7.553 -0.224
H 0.914 6.499 -1.748
H -0.210 5.489 1.046
H 0.395 3.828 1.015
H -0.162 4.466 -0.410
```

Here are the Löwdin charges for atoms 1 to 4, given in e:
1 C -0.01
2 C -0.59
3 O 0.03
4 N 0.01